ORCA calculation (ωB97M-V/def2-TZVPD) on a molecular structure, H20O10.

Last column: Löwdin charge in e.
Cartesian coordinates (Å):
O: 2.877 0.055 -0.562  -0.085
H: 2.048 0.512 -0.705  -0.027
H: 2.668 -0.869 -0.701  0.016
O: 0.457 0.139 -0.425  -0.145
H: -0.462 0.103 -0.692  -0.013
H: 0.576 -0.633 0.128  0.005
O: -1.840 0.033 -1.513  -0.055
H: -1.321 0.769 -1.838  -0.069
H: -1.756 -0.638 -2.190  0.080
O: -1.447 0.478 1.362  -0.061
H: -1.962 0.046 0.681  0.035
H: -0.924 -0.224 1.749  -0.076
O: -1.914 2.485 0.140  -0.065
H: -1.579 1.831 -0.474  -0.042
H: -2.281 1.972 0.861  0.009
O: 2.100 2.213 0.369  -0.048
H: 2.804 1.792 0.862  0.043
H: 1.308 1.745 0.634  0.019
O: 1.460 -1.914 0.607  -0.064
H: 2.108 -2.019 1.304  0.080
H: 0.628 -1.805 1.068  -0.142
O: -0.929 -1.825 -0.358  -0.044
H: -0.976 -2.764 -0.539  0.093
H: -0.290 -1.491 -0.987  0.059
O: -0.262 -1.402 1.856  0.051
H: 0.121 -1.287 2.726  0.154
H: -0.900 -2.107 1.966  0.147
O: -0.428 1.810 -1.712  -0.015
H: 0.280 1.623 -1.095  0.048
H: -0.163 1.373 -2.521  0.112

## Properties
**Relative energy (zero: lowest compared OMol25 entry of this formula, charge and spin)**: 816.6 kJ/mol
**Multiplicity**: 1
**Charge**: 0

ORCA calculation (ωB97M-V/def2-TZVPD) on a molecular structure, C36H25ClF6N4O6Pb.

Last column: Löwdin charge in e.
Cartesian coordinates (Å):
Pb: 0.560 0.433 -0.583  1.517
C: 3.699 1.929 -3.758  -0.096
O: 2.972 2.998 -4.329  -0.110
C: 1.613 2.793 -4.528  -0.207
C: 1.120 3.251 -5.727  -0.045
C: -0.235 3.144 -6.033  -0.144
C: -1.070 2.528 -5.135  -0.095
C: -0.617 2.039 -3.899  -0.149
C: -1.602 1.411 -3.071  -0.098
N: -1.457 0.826 -1.928  -0.097
N: -2.607 0.278 -1.430  0.034
C: -2.469 -0.463 -0.355  -0.521
O: -1.404 -0.725 0.272  -0.202
C: -3.732 -1.083 0.131  -0.149
C: -4.958 -0.814 -0.467  -0.061
C: -6.111 -1.399 0.024  -0.151
C: -6.051 -2.259 1.109  -0.138
C: -4.831 -2.527 1.709  -0.098
C: -3.676 -1.944 1.224  -0.036
C: 0.761 2.200 -3.528  -0.314
O: 1.241 1.889 -2.394  -0.231
H: 4.717 2.302 -3.625  0.082
H: 3.696 1.059 -4.429  0.091
H: 3.287 1.631 -2.794  0.073
H: 1.809 3.717 -6.421  0.104
H: -0.614 3.534 -6.969  0.078
H: -2.121 2.421 -5.379  0.093
H: -2.616 1.403 -3.491  0.113
H: -4.981 -0.132 -1.302  0.102
H: -7.070 -1.162 -0.418  0.090
H: -6.957 -2.708 1.496  0.087
H: -4.784 -3.185 2.567  0.093
H: -2.709 -2.118 1.673  0.097
Cl: -6.374 1.089 1.998  0.677
C: -4.705 1.478 1.765  -0.674
C: -4.362 2.350 0.746  -0.113
C: -3.048 2.745 0.620  0.001
C: -2.070 2.293 1.511  -0.263
O: -0.865 2.876 1.513  -0.039
C: -2.420 1.290 2.445  -0.119
C: -1.316 0.685 3.183  -0.078
N: -1.115 -0.570 3.146  0.137
C: 0.075 -1.172 3.450  -0.202
C: 0.075 -2.547 3.618  -0.016
C: 1.257 -3.260 3.811  -0.091
C: 2.470 -2.626 3.800  -0.059
C: 2.536 -1.241 3.573  -0.159
C: 3.759 -0.544 3.507  -0.020
C: 3.753 0.814 3.350  -0.046
C: 2.517 1.467 3.232  -0.127
N: 1.373 0.843 3.264  0.114
C: 1.339 -0.489 3.428  -0.141
C: -3.745 0.901 2.575  -0.063
H: -5.118 2.710 0.065  0.102
H: -2.749 3.425 -0.162  0.122
H: -0.630 1.391 3.656  0.120
H: -0.876 -3.057 3.589  0.102
H: 1.208 -4.330 3.952  0.096
H: 3.391 -3.167 3.961  0.105
H: 4.682 -1.108 3.553  0.111
H: 4.671 1.379 3.287  0.096
H: 2.467 2.539 3.088  0.098
H: -4.021 0.155 3.305  0.115
C: 4.992 -1.513 -1.109  -0.001
C: 3.546 -1.933 -0.700  -0.581
O: 2.846 -1.030 -0.083  -0.264
C: 2.876 -2.477 -2.018  -0.558
F: 2.764 -1.518 -2.948  0.126
F: 3.580 -3.468 -2.646  0.092
F: 1.659 -2.995 -1.837  0.140
C: 3.729 -3.207 0.215  -0.544
F: 2.586 -3.749 0.643  0.144
F: 4.421 -4.241 -0.353  0.089
F: 4.443 -2.911 1.317  0.114
H: 4.927 -0.728 -1.858  0.076
H: 5.559 -2.356 -1.501  0.074
H: 5.473 -1.113 -0.220  0.079
O: 1.271 3.204 1.149  -0.038
C: 0.369 2.447 0.908  -0.447

## Properties
**Relative energy (zero: lowest compared OMol25 entry of this formula, charge and spin)**: 176.7 kJ/mol
**Multiplicity**: 1
**Charge**: -2

ORCA calculation (ωB97M-V/def2-TZVPD) on C21H30O6 in the gas phase.

Last column: Löwdin charge in e.
Cartesian coordinates (Å):
C: 2.847 -3.281 1.458  -0.002
C: 3.709 -2.287 1.368  -0.174
C: 3.450 -0.891 1.849  -0.143
C: 3.755 0.114 0.771  -0.154
C: 4.807 1.002 0.887  0.001
C: 5.105 1.926 -0.110  -0.285
C: 4.311 1.943 -1.243  -0.044
C: 3.251 1.062 -1.389  -0.003
C: 2.969 0.140 -0.392  -0.217
O: 1.952 -0.770 -0.441  -0.075
C: 1.183 -0.871 -1.621  -0.153
C: 0.209 -2.046 -1.461  -0.152
O: -1.032 -1.729 -0.880  -0.143
C: -1.093 -1.702 0.531  -0.169
C: -0.721 -0.353 1.154  -0.084
H: 0.279 -0.069 0.830  0.107
H: -0.720 -0.470 2.240  0.130
C: -1.710 0.763 0.786  -0.092
C: -3.028 0.627 1.529  -0.466
O: -3.369 -0.324 2.179  0.132
O: -3.752 1.738 1.378  0.010
C: -5.064 1.743 1.945  -0.206
C: -6.072 1.123 0.988  -0.059
H: -7.066 1.164 1.424  0.078
H: -6.073 1.665 0.045  0.076
H: -5.807 0.086 0.798  0.076
H: -5.044 1.189 2.889  0.121
H: -5.291 2.794 2.133  0.124
C: -1.976 0.753 -0.719  -0.470
O: -1.236 1.238 -1.534  0.120
O: -3.128 0.166 -1.001  0.005
C: -3.432 -0.011 -2.386  -0.200
C: -4.768 -0.721 -2.495  -0.053
H: -5.005 -0.895 -3.540  0.078
H: -5.555 -0.119 -2.048  0.068
H: -4.720 -1.674 -1.976  0.082
H: -3.454 0.971 -2.873  0.131
H: -2.628 -0.604 -2.834  0.126
H: -1.274 1.737 1.028  0.168
H: -2.130 -1.939 0.783  0.126
H: -0.438 -2.480 0.944  0.120
H: 0.713 -2.836 -0.887  0.127
H: -0.038 -2.428 -2.456  0.130
H: 0.618 0.050 -1.808  0.114
H: 1.842 -1.073 -2.476  0.136
H: 2.647 1.110 -2.281  0.107
H: 4.514 2.653 -2.032  0.109
C: 6.259 2.869 0.056  -0.057
H: 7.194 2.316 0.134  0.080
H: 6.143 3.456 0.967  0.079
H: 6.329 3.549 -0.789  0.072
H: 5.416 0.978 1.780  0.121
H: 4.087 -0.688 2.715  0.119
H: 2.405 -0.804 2.156  0.113
H: 4.683 -2.444 0.921  0.109
H: 3.075 -4.272 1.104  0.052
H: 1.873 -3.144 1.899  0.051

## Properties
**Relative energy (zero: lowest compared OMol25 entry of this formula, charge and spin)**: 15.5 kJ/mol
**Multiplicity**: 1
**SMILES string**: C=CCc1cc(C)ccc1OCCOCCC(C(=O)OCC)C(=O)OCC
**Charge**: 0

In the order shown, the computed max |F| values come out to 4.9, 1.4, 0.7 eV Å⁻¹.
In the order shown, the computed total energy values come out to -764.1709, -3309.6497, -1269.6355 hartree.
In the order shown, the computed Kohn-Sham gap values come out to 8.882, 5.930, 9.017 eV.